ORCA calculation (ωB97M-V with the def2-TZVPD basis set) on a structure of composition C2H3ClO2S at a distorted geometry.

The geometry in XYZ format:
```
9
Properties=species:S:1:pos:R:3:mulliken_charge:R:1
C 1.140 0.657 -0.492 -0.560
C -1.371 -1.033 -0.591 0.108
O 0.609 -1.505 0.875 -0.501
O -1.772 -2.163 -0.209 -0.235
S 0.940 -0.948 -0.418 0.325
Cl -1.904 0.413 0.185 -0.102
H 0.999 0.969 -1.557 0.287
H 1.234 1.473 0.229 0.354
H -2.431 -2.197 0.650 0.324
```

Kohn-Sham gap = 8.1 eV
ΔE to the lowest compared entry with this formula, charge and spin = 98.31 kcal/mol
total charge = 0



ORCA calculation (ωB97M-V with the def2-TZVPD basis set) on a structure of composition C2H3ClO2S at a distorted geometry.

The geometry in XYZ format:
```
9
Properties=species:S:1:pos:R:3:mulliken_charge:R:1
C 0.892 -0.049 0.127 -0.410
C -0.484 0.335 0.800 -0.214
O -0.859 0.838 -1.956 -0.492
O -0.827 -1.552 -1.277 -0.470
S -0.452 -0.190 -1.006 0.840
Cl -1.043 -0.882 2.029 -0.177
H 1.701 0.995 -0.213 0.229
H 1.641 -0.901 0.326 0.344
H -0.568 1.407 1.171 0.350
```

Kohn-Sham gap (alpha / beta) = 5.4 / 7.2 eV
ΔE to the lowest compared entry with this formula, charge and spin = 161.05 kcal/mol
total charge = 0
multiplicity = 3



ORCA calculation (ωB97M-V with the def2-TZVPD basis set) on the ion C2H3ClO3P with charge -1 at a distorted geometry.

The geometry in XYZ format:
```
10
Properties=species:S:1:pos:R:3:mulliken_charge:R:1
O 1.673 0.579 -0.997 -0.529
C 0.620 0.400 -0.443 0.443
C 0.334 0.898 1.020 -0.321
Cl 1.798 1.211 1.970 -0.238
P -0.843 -0.394 -1.397 -0.096
O -0.269 -1.492 -2.232 -0.596
O -1.364 -1.185 0.024 -0.428
H -0.226 1.862 0.799 0.254
H -0.272 0.134 1.570 0.270
H -1.449 -2.013 -0.314 0.241
```

Kohn-Sham gap = 6.5 eV
SMILES = O=C(CCl)P([O-])O
ΔE to the lowest compared entry with this formula, charge and spin = 51.59 kcal/mol
total charge = -1



Looking at energy for the records above, in order, we have -29570.451, -29566.425, -30078.200 eV.
Looking at molar mass for the records above, in order, we have 126.56, 126.56, 141.47 g mol⁻¹.